DFT (ωB97M-V with the def2-TZVPD basis set) results for a 12-piece molecular cluster, C85H193N11O17 overall.

The total energy comes out at -5235.1408 a.u. The calculation puts the maximum force at 0.0767 Eh/bohr. Its molecular weight is 1641.5 g/mol. As for the orbital gap: 8.7 eV. The calculation puts the HOMO energy at -8.07 eV.

Cartesian coordinates (Å):
C (-14.89720, 7.77795, 15.79829)
C (-16.24156, 6.98879, 15.98168)
C (-17.40397, 7.87330, 15.64651)
C (-16.29643, 5.83093, 15.00346)
C (-15.35569, 4.68959, 15.34949)
C (-15.71624, 4.09767, 16.68462)
C (-15.67424, 5.21377, 17.76451)
C (-16.35763, 4.71604, 19.08903)
C (-14.14984, 5.46356, 18.15427)
N (-16.43185, 6.45163, 17.30642)
O (-16.33890, 7.49672, 18.28609)
H (-14.64145, 8.58291, 16.49019)
H (-14.12201, 7.05552, 15.82632)
H (-14.98146, 8.09288, 14.79885)
H (-17.47733, 8.82983, 16.16126)
H (-17.36962, 8.09811, 14.57905)
H (-18.36062, 7.39109, 15.92742)
H (-17.31371, 5.44358, 14.94350)
H (-15.99845, 6.14119, 14.00217)
H (-15.39812, 4.07213, 14.49580)
H (-14.28158, 4.96360, 15.43830)
H (-14.97178, 3.31332, 16.92958)
H (-16.73037, 3.62580, 16.70977)
H (-16.18794, 5.52438, 19.88184)
H (-15.87055, 3.80221, 19.49364)
H (-17.39909, 4.42892, 19.02694)
H (-13.49446, 5.58277, 17.21975)
H (-13.92254, 4.74660, 18.90234)
H (-14.06764, 6.51881, 18.67409)
H (-17.18055, 7.44746, 18.74680)
C (-18.55364, 6.33985, 21.83720)
C (-19.31532, 7.67216, 21.48613)
C (-18.45140, 8.84950, 21.96825)
C (-19.50908, 7.82348, 19.92343)
C (-20.51340, 8.91837, 19.53366)
C (-21.78600, 8.70844, 20.33398)
C (-21.59060, 8.62059, 21.88081)
C (-21.20013, 10.00495, 22.51052)
C (-22.93230, 8.13058, 22.45359)
N (-20.61171, 7.55003, 22.15312)
O (-20.42578, 7.35360, 23.55701)
H (-18.19554, 6.32883, 22.82203)
H (-19.29250, 5.54086, 21.73152)
H (-17.69301, 6.18596, 21.19019)
H (-18.87747, 9.83177, 21.71092)
H (-18.29805, 8.90850, 23.08132)
H (-17.45700, 8.79695, 21.57581)
H (-18.57122, 8.28676, 19.50569)
H (-19.75963, 6.86497, 19.54176)
H (-20.05508, 9.91569, 19.68280)
H (-20.73150, 8.90132, 18.46486)
H (-22.15275, 7.74941, 20.04146)
H (-22.54492, 9.51380, 20.10820)
H (-22.13069, 10.56350, 22.80524)
H (-20.69926, 10.56700, 21.73704)
H (-20.61477, 9.79140, 23.38040)
H (-23.76217, 8.81210, 22.19280)
H (-22.87647, 7.94719, 23.49490)
H (-23.12731, 7.14309, 22.02704)
H (-21.01778, 6.64927, 23.77071)
C (-20.81539, 11.21616, 26.04064)
C (-19.78115, 10.22454, 26.45751)
C (-20.51671, 8.91344, 26.76021)
C (-18.80165, 9.93959, 25.35373)
C (-18.05640, 11.17175, 24.86618)
C (-17.15578, 11.45814, 26.07420)
C (-17.96668, 11.79497, 27.38981)
C (-17.14921, 11.83595, 28.67979)
C (-18.60767, 13.12053, 27.13971)
N (-18.97781, 10.63034, 27.60042)
O (-19.91331, 10.89045, 28.70435)
H (-21.59843, 11.17784, 26.83845)
H (-20.50701, 12.22094, 25.81793)
H (-21.35954, 10.86105, 25.13493)
H (-20.83258, 8.40753, 25.85859)
H (-19.86769, 8.32691, 27.33314)
H (-21.45796, 9.12999, 27.27968)
H (-17.98943, 9.19301, 25.56101)
H (-19.39950, 9.48209, 24.56852)
H (-17.42910, 10.94452, 24.04109)
H (-18.60055, 12.11246, 24.60008)
H (-16.52836, 12.31568, 25.87082)
H (-16.60084, 10.60546, 26.33419)
H (-16.97694, 10.80779, 29.01210)
H (-17.70208, 12.14961, 29.53651)
H (-16.17968, 12.31908, 28.62134)
H (-19.06581, 13.20598, 26.14716)
H (-17.80132, 13.78852, 27.33750)
H (-19.44696, 13.37235, 27.81196)
H (-20.20843, 11.82405, 28.60240)
C (-20.64843, 14.94234, 23.74803)
C (-19.51819, 15.44219, 22.81735)
C (-18.23446, 14.77313, 23.24997)
C (-19.83604, 15.10387, 21.33141)
C (-20.91455, 16.05821, 20.80535)
C (-20.50961, 17.48349, 20.97185)
C (-20.21145, 17.98280, 22.40224)
C (-19.42450, 19.27283, 22.37097)
C (-21.51156, 18.17832, 23.23001)
N (-19.37242, 16.94240, 22.98643)
O (-18.91384, 17.24019, 24.30136)
H (-20.68691, 13.87733, 23.76790)
H (-20.61596, 15.35930, 24.77161)
H (-21.64596, 15.36951, 23.29618)
H (-18.15322, 14.74771, 24.32638)
H (-18.16457, 13.71292, 22.90925)
H (-17.41644, 15.43532, 22.90154)
H (-18.91728, 15.19648, 20.78837)
H (-20.05625, 14.04523, 21.17794)
H (-21.21914, 15.81495, 19.82201)
H (-21.92027, 15.90185, 21.35495)
H (-21.37485, 18.01418, 20.52910)
H (-19.62541, 17.71164, 20.44978)
H (-19.90330, 19.98531, 21.69809)
H (-18.41046, 19.06242, 21.91265)
H (-19.34687, 19.64914, 23.38126)
H (-21.46568, 18.14787, 24.31308)
H (-22.22288, 17.40315, 22.92597)
H (-21.93955, 19.20094, 23.00852)
H (-19.60312, 17.06799, 25.03690)
C (-24.95488, 10.62210, 25.67641)
C (-25.38017, 11.62667, 24.66164)
C (-26.82893, 12.00809, 24.95158)
C (-24.47673, 12.91489, 24.94708)
C (-24.54354, 13.99846, 23.87287)
C (-24.38164, 13.33457, 22.45736)
C (-25.38239, 12.20549, 22.25986)
C (-26.78740, 12.83992, 21.98946)
C (-24.88793, 11.52742, 20.93954)
N (-25.10732, 11.19633, 23.30458)
O (-26.01726, 10.14496, 23.03206)
H (-23.90204, 10.36042, 25.61455)
H (-25.04827, 10.97004, 26.71939)
H (-25.55859, 9.66410, 25.52607)
H (-27.24465, 12.88180, 24.40386)
H (-27.47388, 11.18493, 24.88383)
H (-26.87202, 12.15202, 26.02584)
H (-24.81660, 13.22291, 25.97216)
H (-23.45715, 12.59083, 25.00350)
H (-25.57310, 14.38295, 23.78102)
H (-23.88693, 14.85094, 24.06966)
H (-23.43627, 12.85928, 22.44469)
H (-24.50893, 14.00120, 21.59130)
H (-26.89176, 13.69926, 22.63804)
H (-27.57872, 12.08731, 21.97853)
H (-26.78969, 13.21896, 20.94443)
H (-25.20873, 12.13803, 20.07923)
H (-25.43162, 10.64805, 20.79545)
H (-23.86642, 11.19613, 20.90245)
H (-25.47751, 9.32669, 22.98769)
C (-15.71982, 11.64557, 20.62357)
C (-16.15110, 11.84577, 19.20262)
C (-15.15841, 10.99318, 18.37234)
C (-17.59115, 11.36192, 19.03687)
C (-18.22318, 11.84172, 17.66821)
C (-18.18431, 13.36922, 17.62766)
C (-16.77428, 13.94733, 17.91599)
C (-15.86112, 13.82354, 16.72669)
C (-17.03871, 15.45140, 18.21625)
N (-16.18929, 13.36795, 19.12657)
O (-14.91788, 13.91785, 19.29388)
H (-14.64276, 11.80057, 20.77516)
H (-16.32035, 12.37876, 21.24615)
H (-15.89385, 10.63226, 20.95302)
H (-15.67312, 10.57194, 17.49675)
H (-14.31889, 11.48513, 17.98843)
H (-14.85126, 10.18432, 18.97957)
H (-17.57403, 10.23425, 18.98729)
H (-18.14581, 11.71470, 19.95209)
H (-17.81715, 11.40432, 16.79304)
H (-19.29568, 11.58000, 17.68776)
H (-18.84938, 13.65970, 18.44309)
H (-18.47387, 13.76183, 16.65092)
H (-15.35604, 12.89769, 16.56948)
H (-14.97365, 14.43580, 16.79197)
H (-16.31763, 14.06170, 15.82289)
H (-17.72357, 15.52755, 19.05931)
H (-17.38085, 16.04120, 17.28780)
H (-16.10552, 15.94616, 18.51155)
H (-14.36745, 13.67497, 18.46869)
C (-21.90015, 12.49834, 18.43449)
O (-21.27597, 13.18012, 17.40064)
C (-22.03942, 14.11128, 16.57266)
C (-21.99417, 15.45603, 17.19192)
N (-20.68621, 16.00111, 17.11608)
C (-20.54182, 17.38502, 17.39711)
C (-20.92745, 18.19435, 16.19028)
O (-20.97043, 19.56672, 16.53901)
C (-21.49029, 20.28968, 15.48956)
H (-22.51240, 11.64733, 18.07992)
H (-22.56844, 13.14086, 19.05465)
H (-21.15810, 12.10842, 19.19562)
H (-22.98874, 13.58838, 16.33683)
H (-21.47442, 14.12461, 15.62827)
H (-22.39225, 15.50284, 18.20989)
H (-22.66623, 16.06537, 16.60449)
H (-20.04302, 15.40492, 17.63547)
H (-19.45855, 17.47350, 17.49989)
H (-21.04220, 17.84706, 18.27674)
H (-21.94418, 17.87465, 15.86636)
H (-20.29944, 17.90452, 15.33394)
H (-21.80083, 21.28650, 15.86975)
H (-22.31893, 19.73303, 15.02267)
H (-20.74417, 20.47632, 14.71723)
C (-20.04455, 2.32033, 15.27662)
O (-20.42164, 3.66963, 15.36289)
C (-20.20506, 4.28109, 16.59973)
C (-20.77390, 5.69453, 16.38627)
N (-22.10722, 5.65034, 15.82702)
C (-22.72720, 6.90704, 15.59482)
C (-21.90897, 7.95831, 14.83619)
O (-21.32431, 8.80817, 15.82684)
C (-20.68136, 9.98944, 15.42111)
H (-20.79541, 1.54224, 15.39966)
H (-19.27542, 2.05922, 15.99295)
H (-19.63471, 2.27619, 14.27915)
H (-19.10936, 4.48363, 16.79750)
H (-20.61752, 3.72225, 17.40242)
H (-20.12290, 6.09132, 15.59833)
H (-20.67933, 6.34500, 17.29342)
H (-22.02963, 5.10063, 14.99010)
H (-22.95917, 7.36009, 16.58675)
H (-23.65851, 6.60039, 15.05324)
H (-22.58373, 8.67003, 14.23987)
H (-21.12515, 7.64016, 14.17933)
H (-19.64748, 9.88363, 15.01593)
H (-20.65868, 10.54328, 16.36778)
H (-21.26470, 10.57843, 14.71446)
C (-11.36991, 2.26594, 20.18159)
O (-12.02863, 3.42817, 20.53168)
C (-11.27122, 4.14943, 21.50795)
C (-11.80055, 5.53539, 21.71105)
N (-12.96882, 5.46452, 22.64682)
C (-13.69723, 6.63831, 22.88891)
C (-14.68396, 6.27630, 24.02175)
O (-15.76903, 7.16589, 24.05936)
C (-15.40494, 8.47495, 24.38849)
H (-11.11934, 1.58546, 21.06819)
H (-10.52008, 2.37864, 19.59005)
H (-12.05704, 1.60116, 19.63399)
H (-10.23430, 4.20328, 21.17085)
H (-11.32229, 3.58874, 22.42602)
H (-11.95395, 6.15726, 20.81664)
H (-11.03910, 6.12127, 22.18786)
H (-13.57180, 4.70530, 22.34779)
H (-14.24777, 7.05978, 21.98626)
H (-13.03339, 7.45573, 23.16773)
H (-14.18011, 6.13589, 24.98017)
H (-15.05736, 5.28587, 23.72639)
H (-15.46237, 9.19181, 23.54378)
H (-14.40769, 8.54416, 24.77362)
H (-16.06233, 8.84706, 25.15325)
C (-14.77042, 2.22824, 26.43280)
O (-15.47988, 2.99045, 25.48398)
C (-16.79644, 3.29725, 25.94485)
C (-17.64162, 4.03561, 24.91983)
N (-18.98173, 3.55447, 24.66085)
C (-20.04729, 3.92008, 25.60649)
C (-21.33591, 3.61041, 24.94182)
O (-21.63797, 4.73492, 23.98917)
C (-22.85994, 4.37531, 23.30316)
H (-15.38489, 1.38878, 26.67261)
H (-14.48035, 2.83533, 27.30240)
H (-13.85493, 1.91941, 25.98970)
H (-16.61793, 3.76623, 26.90495)
H (-17.37271, 2.38511, 26.22663)
H (-17.18147, 3.90647, 23.96477)
H (-17.71945, 5.09993, 25.24274)
H (-19.18415, 3.81332, 23.73277)
H (-20.16724, 4.92602, 25.89951)
H (-19.97303, 3.33638, 26.51220)
H (-22.13052, 3.57692, 25.65592)
H (-21.19711, 2.76352, 24.29754)
H (-23.74793, 4.50180, 23.93310)
H (-22.86540, 3.39869, 22.79305)
H (-22.90517, 4.99085, 22.41844)
C (-22.60193, 4.82374, 19.81572)
O (-23.71498, 5.63718, 20.14827)
C (-24.85064, 5.23661, 19.39398)
C (-26.00278, 6.16023, 19.77613)
N (-26.30495, 6.10484, 21.21259)
C (-27.21655, 7.10572, 21.73244)
C (-27.32696, 6.94404, 23.23988)
O (-26.01535, 7.04206, 23.72075)
C (-25.91312, 6.68424, 25.03783)
H (-22.79871, 3.75368, 19.86443)
H (-21.85848, 5.01566, 20.59454)
H (-22.18179, 5.16466, 18.88034)
H (-25.08298, 4.17024, 19.49660)
H (-24.66703, 5.38536, 18.33010)
H (-26.91607, 5.88049, 19.27182)
H (-25.78517, 7.18617, 19.46631)
H (-25.43718, 6.14323, 21.68428)
H (-28.15679, 6.79213, 21.37221)
H (-27.12430, 8.16330, 21.43417)
H (-27.75777, 5.93713, 23.46948)
H (-27.93898, 7.74603, 23.72060)
H (-24.87494, 6.48299, 25.26776)
H (-26.51091, 5.71854, 25.11619)
H (-26.37838, 7.42751, 25.66055)
C (-14.09582, 1.79878, 22.12360)
O (-14.82883, 2.85318, 22.63144)
H (-14.12435, 1.88580, 21.00789)
H (-13.03949, 1.60773, 22.44572)
H (-14.50911, 0.80251, 22.46125)
H (-14.93902, 2.84784, 23.58241)